Entry 1:
# C27H31CeN8O8S

A molecular structure, C27H31CeN8O8S (wB97M-V/def2-TZVPD, OMol25).

Cartesian coordinates (Å):
Ce -0.23260 -0.19065 1.20541
O -0.19925 -2.33249 1.91304
C 0.65132 -3.25503 2.36603
C 0.08708 -4.28709 3.16465
C 0.93785 -5.26044 3.67184
C 2.31272 -5.31465 3.28362
C 2.83534 -4.19285 2.60069
C 2.07292 -3.15869 2.10363
C 2.64607 -1.86715 1.75651
N 2.10727 -0.69314 1.85291
C 3.04903 0.44690 2.22571
C 2.25520 1.62622 2.77031
N 0.82803 1.31141 2.88195
C 0.10281 1.98178 3.76421
C -1.08695 1.56968 4.51439
C -1.55073 2.28465 5.66634
C -2.51289 1.73467 6.49138
C -3.18377 0.55856 6.07334
C -2.88874 -0.06612 4.91439
C -1.81184 0.44834 4.13999
O -1.61996 -0.11052 2.95817
H -1.01780 -4.22179 3.40798
H 0.59090 -6.00340 4.39058
H 2.89824 -6.17874 3.54620
H 3.91733 -4.14182 2.56292
H 3.68463 -1.91972 1.43243
H 3.66533 0.63531 1.32789
H 3.70442 0.13262 3.08753
H 2.43957 2.49941 2.14703
H 2.75639 1.88420 3.69864
H 0.44973 3.03302 3.96866
H -1.05409 3.18953 5.95618
H -2.79850 2.20751 7.41802
H -3.91791 0.16710 6.71425
H -3.35460 -1.00587 4.61978
N -2.66644 -0.11570 0.41988
N -3.17768 1.00884 -0.20215
C -2.24798 1.86354 -0.61918
N -2.57990 2.78421 -1.58904
N -1.04400 1.52646 -0.32683
N 0.17421 2.21837 -0.72432
O 0.10143 3.26946 -1.35913
O 1.21044 1.72376 -0.15419
H -3.14444 -0.20994 1.34236
H -2.60411 -1.03016 -0.11743
H -4.11691 1.09631 -0.56391
H -3.54278 2.81575 -1.88808
H -1.92371 3.43724 -2.01067
C 2.90123 3.25947 -3.36490
C 1.90722 2.39025 -4.05592
C 0.56702 2.84124 -4.29479
C -0.45964 2.06980 -4.92061
C -0.05603 0.82672 -5.42130
C 1.24915 0.42577 -5.33602
C 2.24017 1.17967 -4.68703
S -1.22621 -0.33316 -6.05367
O -0.54298 -1.33505 -6.91639
O -2.30380 0.51598 -6.49606
N -1.65774 -1.19482 -4.77888
C -0.86657 -2.30050 -4.36316
C -0.10155 -1.99750 -3.06389
C -0.86056 -1.46723 -1.88120
O -2.09144 -1.43991 -1.91909
O -0.13132 -1.16930 -0.84411
H 3.57665 3.83759 -3.99786
H 3.58611 2.61241 -2.71763
H 2.39943 3.97081 -2.67606
H 0.36420 3.83367 -3.86038
H -1.45334 2.45066 -5.11364
H 1.49552 -0.57759 -5.72818
H 3.22459 0.72691 -4.50286
H -2.40392 -0.82676 -4.18837
H -0.20331 -2.64427 -5.21597
H -1.49861 -3.21653 -4.18567
H 0.69679 -1.38369 -3.38017
H 0.44822 -2.95352 -2.84013

Properties
Energy above the lowest of the compared OMol25 structures with the same formula, charge and spin in kcal per mole: 59.9
Total charge: +1
Total energy in eV: -80558.6687
Orbital gap in eV: 6.185

---

Entry 2:
# C27H31Cl2F6N5O2ReSSb

A molecular structure, C27H31Cl2F6N5O2ReSSb (wB97M-V/def2-TZVPD, OMol25).

Cartesian coordinates (Å):
Re -0.16394 -2.95649 -0.32154
Cl -1.88022 -4.49895 0.84889
C -1.70603 -3.73875 2.42555
C -2.29588 -4.25435 3.54857
C -2.09974 -3.55330 4.73818
C -1.34812 -2.38816 4.78450
C -0.76339 -1.88846 3.63200
Cl 0.17642 -0.45784 3.66566
C -0.93511 -2.57354 2.43046
N -0.37337 -2.22683 1.21384
H -2.88157 -5.16201 3.51497
H -2.54495 -3.92935 5.64934
H -1.20596 -1.86287 5.71837
F 0.20630 -4.19271 -2.05714
Sb 1.06745 -5.93478 -1.41478
F 1.16149 -4.48283 0.10743
F 1.56644 -7.13328 -0.10871
F 2.73752 -5.22735 -1.77602
F 1.02595 -6.84531 -3.01122
F -0.74589 -6.22580 -1.04458
C 4.14151 3.04845 -1.25758
C 2.79973 2.51843 -1.75076
C 2.82339 1.03267 -2.07274
N 3.09916 0.24816 -0.84931
C 2.47284 -0.80216 -0.38988
S 1.41849 -1.65726 -1.48522
N 2.69455 -1.28302 0.84748
C 3.46518 -0.74490 1.94760
O 4.01768 -1.54681 2.64151
C 3.45822 0.71742 2.18491
C 2.34035 1.51268 1.92605
C 2.35258 2.85145 2.27479
C 3.48723 3.40336 2.85913
C 4.60262 2.61651 3.11147
C 4.58652 1.26875 2.78997
H 4.10906 4.13078 -1.14047
H 4.94368 2.81918 -1.96189
H 4.42093 2.64648 -0.27904
H 2.50537 3.03152 -2.66735
H 2.00137 2.71443 -1.03041
H 3.61696 0.80725 -2.78757
H 1.87754 0.69798 -2.48807
H 3.83400 0.63031 -0.26223
H 2.50102 -2.26780 0.98259
H 1.45158 1.07812 1.48424
H 1.48180 3.46778 2.09401
H 3.49895 4.45247 3.12375
H 5.47939 3.04994 3.57233
H 5.43546 0.63429 3.00778
C -2.16173 4.42737 -0.84488
C -2.85867 3.93542 -2.10516
N -3.20549 2.50435 -2.06944
C -4.59412 2.13980 -1.77446
C -4.97162 2.33770 -0.31536
C -2.20071 1.63272 -2.20323
O -1.02131 1.94656 -2.33179
C -2.47275 0.14254 -2.21034
C -3.23503 -0.54111 -3.14980
C -3.21778 -1.92868 -3.16458
C -2.42189 -2.60164 -2.26327
N -1.65808 -1.93957 -1.37300
C -1.69234 -0.59630 -1.34725
H -1.99218 5.50170 -0.91700
H -1.19547 3.93840 -0.72914
H -2.76356 4.24324 0.04505
H -2.22155 4.09886 -2.97359
H -3.78900 4.47725 -2.27122
H -4.76109 1.10606 -2.06653
H -5.23314 2.74682 -2.41707
H -4.32602 1.74995 0.34064
H -6.00306 2.02484 -0.15354
H -4.89481 3.38377 -0.02112
H -3.82546 0.00259 -3.87666
H -3.80050 -2.48995 -3.88062
H -2.35979 -3.68315 -2.25146
H -1.03739 -0.10310 -0.64403

Properties
Energy above the lowest of the compared OMol25 structures with the same formula, charge and spin in kcal per mole: 18.0
Total charge: +2
Total energy in eV: -100890.4156
Orbital gap in eV: 6.394

---

Entry 3:
# C27H31Cl2N2O6SSb2Sn

A molecular structure, C27H31Cl2N2O6SSb2Sn (wB97M-V/def2-TZVPD, OMol25).

Cartesian coordinates (Å):
Sn 8.53248 12.39860 9.34478
O 6.88910 11.94885 5.81793
C 6.78008 13.00539 4.86233
C 7.28072 14.29904 5.43386
C 7.30793 14.53703 6.83866
C 7.96088 15.73092 7.22851
C 8.29618 16.70531 6.22024
C 8.00571 16.42510 4.92224
N 7.50436 15.23746 4.53909
H 7.73484 11.46122 5.72292
H 5.66688 13.06877 4.61264
H 7.30853 12.80807 3.93626
H 6.97780 13.78425 7.54796
H 8.16525 15.98892 8.27933
H 8.67108 17.71562 6.47282
H 8.21364 17.14986 4.10356
Cl 8.99665 8.13104 6.30780
C 7.98279 8.30568 7.68825
C 7.05253 7.28765 8.01799
C 6.26599 7.43934 9.14384
Cl 4.89619 6.44328 9.37121
C 6.54760 8.43989 10.12402
C 5.82555 8.54341 11.38853
C 6.05654 9.60876 12.19296
C 6.92465 10.61706 11.77540
N 7.47056 10.65738 10.56234
C 7.28327 9.57737 9.70521
C 8.07743 9.55540 8.40293
O 8.72984 10.60554 8.03425
H 6.83197 6.41955 7.36868
H 5.22239 7.69269 11.76325
H 5.62871 9.69304 13.19362
H 7.10320 11.44117 12.48032
C 13.93454 15.54399 11.80079
Sb 14.15935 13.62652 10.98842
C 14.31848 12.54340 12.88712
C 15.33216 14.81356 9.16359
C 16.15644 13.91990 8.37498
C 17.18961 13.25828 9.04684
C 17.81892 12.18024 8.45875
C 17.39652 11.69557 7.16884
C 16.40094 12.36069 6.49593
C 15.69865 13.44798 7.10257
C 14.48210 13.90040 6.45693
Sb 12.68123 13.05258 7.71806
C 13.41733 11.05078 8.05434
C 11.49201 12.23194 6.02622
H 13.28959 15.32001 12.67347
H 13.45292 16.19539 11.05521
H 14.89581 15.96562 12.19993
H 14.06518 13.20217 13.75341
H 15.35878 12.28428 13.08763
H 13.63113 11.68650 12.86896
H 15.84707 15.44028 9.86004
H 14.71457 15.45987 8.52666
H 17.54555 13.60292 9.99864
H 18.65346 11.69599 8.97677
H 17.90862 10.88944 6.70570
H 16.17350 12.10210 5.47671
H 14.23526 13.45515 5.48016
H 14.29917 14.96750 6.48020
H 14.20067 10.63463 7.38284
H 12.62142 10.29279 7.97643
H 13.77727 11.15114 9.07400
H 11.02805 11.26125 6.33045
H 12.06480 12.09041 5.13023
H 10.68844 12.95865 5.82967
O 12.09678 11.04714 11.02557
S 11.29226 12.16777 10.66119
O 12.06214 13.46562 10.87565
O 9.98536 12.25570 11.36376
O 10.88806 12.26519 9.15248

Properties
Energy above the lowest of the compared OMol25 structures with the same formula, charge and spin in kcal per mole: 72.6
Total charge: -1
Total energy in eV: -98552.0658
Orbital gap in eV: 3.018